105
Properties=species:S:1:pos:R:3:forces:R:3:mulliken_charge:R:1 method="wB97M-V/def2-TZVPD" total_charge=0 e_lumo_ev=0.0 orbital_gap_ev=9.10 molar_mass_g_mol=567.8 homo_energy_ev=-9.05 max_force_ev_per_a=3.31 e_tot_ev=-54964.1134
C 0.2217 5.3983 -3.2106 0.7 -0.2 -1.5 -0.756
C -0.1782 3.9719 -3.6262 -1.3 2.1 -0.2 -0.424
O -1.3147 3.6631 -2.8590 -0.5 -1.8 2.0 -0.439
H 1.0684 5.6574 -3.8463 0.3 0.4 0.1 0.340
H 0.5296 5.5323 -2.1736 -0.2 -0.4 -0.1 -0.049
H -0.5655 6.1051 -3.4729 -0.1 0.0 0.2 0.417
H 0.6746 3.2970 -3.5534 -0.5 -0.4 0.3 0.297
H -0.6372 3.9277 -4.6138 1.3 0.3 -0.8 0.374
H -2.1062 4.0954 -3.1881 0.3 0.1 -0.3 0.268
C -0.8796 -6.5349 0.4839 -0.8 -1.0 0.5 -1.474
C -0.9990 -5.2183 1.2397 -0.6 -2.0 0.4 -0.080
O -0.7337 -4.1436 0.3975 0.2 0.9 0.0 -0.328
H -1.0325 -7.4251 1.0941 1.1 0.2 1.3 0.419
H 0.0621 -6.6340 -0.0560 -0.3 0.1 -0.2 0.295
H -1.7704 -6.8598 -0.0537 0.1 1.3 -1.4 0.382
H -0.3577 -5.2544 2.1203 0.5 0.2 0.0 0.307
H -2.0019 -5.0621 1.6371 -0.4 -0.5 0.1 0.367
H -1.0705 -3.4273 0.9407 0.2 1.0 -0.5 -0.072
C -0.5335 -1.2831 -3.6830 0.0 1.3 -0.2 -0.325
C 0.7682 -1.9754 -3.9201 -0.2 -1.7 1.1 -0.393
O 0.6114 -2.9861 -4.9240 0.3 0.6 0.1 -0.543
H -0.4109 -0.8412 -2.6941 -0.4 0.2 0.0 -0.249
H -1.3749 -1.9751 -3.6486 0.1 -0.1 -0.1 0.263
H -0.7649 -0.4763 -4.3784 -0.1 -0.1 -0.1 0.415
H 0.8695 -2.4400 -2.9393 0.5 -0.9 0.2 0.099
H 1.7051 -1.4196 -3.9575 -0.3 0.6 -0.8 0.388
H 1.3893 -3.5481 -4.8995 0.1 -0.1 -0.1 0.325
O -0.9852 -4.8990 -2.2842 -0.2 -0.3 -0.4 -0.681
H -0.6513 -4.1150 -2.7202 0.1 0.2 -0.3 0.305
H -1.2490 -4.5964 -1.4152 0.2 0.1 0.5 0.355
O 1.0724 1.4383 -1.8311 -0.1 0.0 -0.7 -0.238
H 0.4301 0.8210 -1.4810 -0.5 -0.3 0.4 0.167
H 0.6495 2.2936 -1.7549 -0.1 0.3 0.2 -0.009
O -0.6080 -0.2466 -0.1505 0.9 -0.1 -1.1 0.965
H 0.1325 -0.4298 0.4277 0.1 -0.1 0.2 -0.201
H -1.3078 0.0361 0.4382 -0.7 0.1 0.3 0.036
O 3.9597 -3.9213 1.1397 0.2 -0.4 0.5 -0.598
H 3.7560 -3.1551 0.6034 -0.4 0.4 -0.4 0.400
H 4.8917 -4.0788 0.9891 0.2 -0.1 0.0 0.300
O -4.1313 -3.1203 -3.0194 -0.4 -0.5 -0.3 -0.690
H -3.5696 -3.5372 -2.3660 0.3 -0.2 0.0 0.280
H -4.1442 -2.1962 -2.7702 0.3 0.6 0.1 0.379
O -5.2699 -0.9012 4.3628 0.0 -0.2 -0.1 -0.596
H -5.5675 -0.4524 5.1541 -0.1 0.1 0.2 0.299
H -4.7350 -0.2523 3.9056 0.1 0.2 -0.1 0.297
O 2.6522 -2.0471 -0.3296 -0.1 -0.1 0.0 -0.616
H 1.7185 -1.9061 -0.1725 -0.3 -0.3 -0.1 0.012
H 2.9051 -1.3400 -0.9231 0.4 0.6 -0.3 0.288
O 3.5747 0.8317 -1.3987 1.3 -0.9 -0.1 -0.800
H 3.5008 1.0596 -0.4720 -0.4 0.2 0.3 0.237
H 2.6883 0.9391 -1.7437 -0.7 0.5 0.0 0.398
O 0.1711 4.4935 0.2481 -0.9 -0.3 0.2 -0.641
H 1.0843 4.6431 0.0032 0.9 0.4 -0.3 0.217
H -0.2766 5.3064 0.0135 -0.2 0.1 0.0 0.391
C 2.8469 -1.0990 3.4892 -1.6 -1.6 -0.3 -1.418
C 1.5245 -0.8623 2.6931 2.2 -2.3 1.0 1.374
C 0.4548 -2.0527 2.8865 1.0 1.6 -1.0 -1.229
O -0.7145 -1.5288 2.2317 -1.5 -0.3 0.8 0.508
C -1.9273 -1.7323 3.0009 0.6 -0.2 0.6 -0.447
N 1.1263 0.4293 3.0651 -2.1 1.2 -0.3 -0.448
H 3.6491 -0.3705 3.3719 -0.4 0.0 -0.2 0.265
H 3.1682 -2.1199 3.2824 0.5 0.1 -0.1 0.360
H 2.4544 -1.1288 4.5056 0.6 0.2 0.5 0.455
H 1.7426 -0.8650 1.6251 0.1 0.1 -0.1 -0.512
H 0.2701 -2.3780 3.9103 0.0 0.3 0.2 0.537
H 0.7950 -2.9063 2.3002 0.2 -0.2 0.1 0.290
H -2.8494 -1.3110 2.6003 0.6 0.0 -0.8 -0.493
H -1.8430 -1.2609 3.9801 0.3 0.0 0.2 0.437
H -2.0693 -2.8007 3.1631 -0.2 -0.1 0.0 0.400
H 0.2120 0.4620 2.6373 -0.6 1.0 -0.3 -0.210
H 0.8975 0.5295 4.0437 0.4 -0.3 0.5 0.320
C 4.5013 2.3943 1.9881 -2.3 0.7 -1.4 -1.357
C 3.3216 3.2212 1.2098 1.8 1.5 0.0 -0.086
C 3.7630 3.9915 -0.0622 0.4 0.5 0.0 -0.720
O 2.8092 5.0697 -0.3007 0.0 -0.2 0.4 -0.318
C 3.2188 6.1282 -1.1550 0.7 -0.9 -0.6 -0.957
N 2.1438 2.4368 1.0071 0.6 -1.4 0.1 0.194
H 3.9296 1.8305 2.7252 0.3 0.2 0.5 0.300
H 5.2085 3.0923 2.4360 0.0 -0.2 0.0 0.447
H 4.9805 1.6224 1.3859 0.2 0.3 -0.3 0.303
H 3.0368 4.0490 1.8593 0.5 0.3 0.6 0.464
H 3.9151 3.3613 -0.9385 -0.6 -0.2 -0.2 0.345
H 4.7247 4.4925 0.0479 0.3 0.0 0.6 0.446
H 4.2198 6.5177 -0.9696 0.2 0.0 0.8 0.356
H 2.5268 6.9693 -1.1133 -0.2 -0.4 0.0 0.295
H 3.3327 5.7260 -2.1617 -0.5 0.2 -0.4 0.351
H 1.3001 2.9897 0.9555 0.0 0.0 0.0 0.240
H 2.1159 1.9119 1.8695 -0.9 -0.5 0.0 -0.047
C -4.0862 -2.0117 0.2621 0.6 -0.2 -0.7 -0.910
C -4.3079 -0.7034 -0.5292 0.4 -0.8 2.1 0.531
C -4.0674 0.5310 0.3710 -1.2 0.9 -1.5 -1.513
O -2.8156 0.6459 0.9483 0.9 -0.9 1.3 -0.082
C -2.5538 1.9404 1.4502 0.5 0.0 0.3 -0.856
N -3.4066 -0.6247 -1.6828 -0.3 0.4 0.6 -0.472
H -3.0123 -2.1080 0.4221 0.1 -0.3 0.1 -0.172
H -4.4368 -2.8249 -0.3733 0.2 -0.2 0.0 0.469
H -4.5899 -2.1427 1.2198 -0.2 0.6 0.0 0.397
H -5.3462 -0.8359 -0.8331 -0.1 1.1 -0.2 0.349
H -4.8337 0.7049 1.1265 -0.3 -0.2 0.0 0.412
H -4.0080 1.3826 -0.3067 -1.3 0.4 -0.4 0.528
H -1.5964 1.8332 1.9600 0.0 0.4 0.0 0.153
H -3.2926 2.3140 2.1593 -0.3 -0.4 0.2 0.320
H -2.4918 2.7005 0.6715 0.2 -0.1 -0.3 0.248
H -2.4795 -0.7986 -1.3218 0.5 -0.7 0.0 -0.134
H -3.3214 0.3767 -1.7823 -0.1 0.4 -1.1 0.211